Computed, not measured: one molecule with the formula C5H9N, with wB97M-V/def2-TZVPD.

The geometry in XYZ format:
```
15
Properties=species:S:1:pos:R:3
N -2.3490 1.1789 -0.4024
C 0.4704 0.8969 -1.0709
C 0.6686 -1.4730 -0.2062
C -0.6973 0.2548 1.3379
C 0.5953 0.0184 0.2038
C -1.7879 0.7408 0.5114
H -0.5742 1.1768 -1.1537
H 1.4891 0.2996 0.7715
H 0.0689 -1.6757 -1.1041
H 0.6579 0.3731 -2.0214
H -0.9991 -0.6741 1.8599
H 1.6833 -1.8385 -0.4354
H -0.5724 0.9904 2.1673
H 0.2848 -2.0872 0.6065
H 1.0616 1.8189 -1.0641
```

Its frontier orbital gap is 11.9986 eV. The calculation puts the largest force on an atom at 1.4 eV/Å. For the energy above the lowest of the compared OMol25 structures with the same formula, charge and spin, the calculation gives 26.7 kcal per mole. As for the energy: -250.62432 Ha. As for the HOMO energy: -11.072 eV. Its LUMO energy is 0.927 eV. Its total charge is 0.

Computed, not measured: one molecule with the formula C5H9N, with wB97M-V/def2-TZVPD.

The geometry in XYZ format:
```
15
Properties=species:S:1:pos:R:3
N 0.5356 -0.9732 1.5244
C -2.2534 0.2919 0.2194
C 1.4696 -0.1376 -1.8119
C 1.1480 0.4226 -0.6346
C -1.0338 0.6981 0.6133
C 0.1062 -0.1668 0.3282
H -3.1917 0.8103 0.5282
H -0.3632 -0.9750 -0.3830
H 1.1304 -1.1045 -2.1638
H -2.3700 -0.6277 -0.4094
H 0.4025 -0.4866 2.3509
H 1.5145 -1.1566 1.4685
H 2.2041 0.3790 -2.5044
H 1.5981 1.4185 -0.3865
H -0.8969 1.6076 1.2607
```

Its frontier orbital gap is 10.4869 eV. The calculation puts the largest force on an atom at 4.2 eV/Å. For the energy above the lowest of the compared OMol25 structures with the same formula, charge and spin, the calculation gives 48.7 kcal per mole. As for the energy: -250.58931 Ha. As for the HOMO energy: -9.341 eV. Its LUMO energy is 1.145 eV. Its total charge is 0.

Computed, not measured: one molecule with the formula C5H9N, with wB97M-V/def2-TZVPD.

The geometry in XYZ format:
```
15
Properties=species:S:1:pos:R:3
N 0.0811 0.5335 1.6100
C 0.3845 -0.9491 -0.2903
C -0.5116 1.5577 -1.7802
C -0.1026 0.1719 0.2620
C -0.7455 1.2504 -0.5177
C 0.8025 -2.1864 0.4392
H 0.3298 -0.9429 -1.3733
H 0.5224 -0.1703 2.1792
H -1.4321 1.8725 0.0472
H 0.2361 1.0812 -2.3997
H 0.9055 -2.0156 1.5087
H -1.0647 2.3728 -2.2290
H 1.6910 -2.6615 0.0367
H -0.0180 -2.9070 0.3575
H -0.7236 0.9454 2.0584
```

Its frontier orbital gap is 8.9755 eV. The calculation puts the largest force on an atom at 0.8 eV/Å. For the energy above the lowest of the compared OMol25 structures with the same formula, charge and spin, the calculation gives 26.6 kcal per mole. As for the energy: -250.62452 Ha. As for the HOMO energy: -7.860 eV. Its LUMO energy is 1.116 eV. Its total charge is 0.

Copy entry 1 word for word.
Computed, not measured: one molecule with the formula C5H9N, with wB97M-V/def2-TZVPD.

The geometry in XYZ format:
```
15
Properties=species:S:1:pos:R:3
N -2.3490 1.1789 -0.4024
C 0.4704 0.8969 -1.0709
C 0.6686 -1.4730 -0.2062
C -0.6973 0.2548 1.3379
C 0.5953 0.0184 0.2038
C -1.7879 0.7408 0.5114
H -0.5742 1.1768 -1.1537
H 1.4891 0.2996 0.7715
H 0.0689 -1.6757 -1.1041
H 0.6579 0.3731 -2.0214
H -0.9991 -0.6741 1.8599
H 1.6833 -1.8385 -0.4354
H -0.5724 0.9904 2.1673
H 0.2848 -2.0872 0.6065
H 1.0616 1.8189 -1.0641
```

Its frontier orbital gap is 11.9986 eV. The calculation puts the largest force on an atom at 1.4 eV/Å. For the energy above the lowest of the compared OMol25 structures with the same formula, charge and spin, the calculation gives 26.7 kcal per mole. As for the energy: -250.62432 Ha. As for the HOMO energy: -11.072 eV. Its LUMO energy is 0.927 eV. Its total charge is 0.